Here is an isolated ion of composition C6H15N4 and charge +1 from the Open Molecules 2025 dataset. Energies are from wB97M-V/def2-TZVPD.

Positions of all 25 atoms, in Å:
H (-2.43154, 1.23004, 2.51683)
N (-2.37847, 0.74565, 1.55588)
N (-1.26779, 0.15841, 1.50735)
C (-0.84481, -0.53021, 0.07289)
C (-0.59645, 0.35151, -0.84852)
C (0.07477, -0.07776, -2.11442)
C (1.40183, 0.86603, -2.29107)
C (0.52374, -1.53804, -2.13308)
N (-0.45924, 0.00250, 2.49888)
C (0.71499, -0.80694, 2.39832)
N (-0.78884, 0.69462, 3.66697)
H (-0.99313, -1.61933, 0.00225)
H (-0.60720, 1.46947, -0.59271)
H (-0.60712, 0.16716, -2.96489)
H (1.18519, 1.67446, -3.12029)
H (1.54968, 1.55029, -1.48829)
H (2.18295, 0.28331, -2.63863)
H (1.08133, -1.91631, -1.38138)
H (-0.30699, -2.19081, -2.18830)
H (1.07611, -1.74457, -3.10364)
H (1.65301, -0.26940, 2.76451)
H (0.48698, -1.74738, 2.86290)
H (1.14564, -1.03893, 1.42663)
H (-1.29647, 0.26176, 4.49317)
H (0.01217, 1.07828, 4.08687)

Computed properties:
molecular weight: 143.21 g mol⁻¹
SMILES string: [H]/N=[N+](/C=C/C(C)C)N(C)N
energy relative to the best compared isomer or geometry (same formula, charge and spin): 524.5 kJ/mol
HOMO (alpha / beta): -14.0 / -14.0 eV
total charge: +1



Here is a 3-piece molecular cluster, C22H50N3O4 overall from the Open Molecules 2025 dataset. Energies are from wB97M-V/def2-TZVPD.

Positions of all 79 atoms, in Å:
C (-0.99819, -4.93173, -3.52871)
C (-2.39931, -4.43609, -3.37551)
O (-2.78342, -3.34208, -3.69091)
O (-3.24284, -5.38600, -2.89649)
C (-4.38984, -4.92650, -2.18330)
C (-4.26043, -5.24846, -0.68591)
C (-4.27996, -4.02222, 0.22290)
N (-2.90702, -3.51998, 0.49329)
C (-2.63948, -2.21615, 0.54497)
N (-3.21931, -1.40569, -0.45201)
O (-4.14985, -0.54259, 0.17365)
N (-1.83135, -1.70346, 1.43939)
C (-1.39488, -0.29928, 1.50859)
C (-0.84154, 0.01425, 2.91417)
C (-1.77520, 0.96557, 3.67424)
C (-1.55996, 2.43980, 3.31274)
O (-2.65355, 2.86729, 2.50287)
H (-0.86853, -5.26249, -4.56258)
H (-0.32020, -4.09151, -3.37947)
H (-0.77101, -5.75581, -2.85953)
H (-4.53608, -3.86116, -2.36463)
H (-5.26088, -5.43771, -2.59417)
H (-5.05503, -5.93199, -0.38708)
H (-3.29904, -5.74515, -0.54179)
H (-4.71406, -4.27381, 1.19235)
H (-4.86323, -3.21042, -0.20945)
H (-2.45898, -4.03408, 1.24354)
H (-2.52026, -0.84501, -0.93226)
H (-4.95429, -0.64665, -0.35213)
H (-1.45602, -2.31114, 2.15624)
H (-2.23762, 0.35316, 1.28418)
H (-0.63905, -0.12362, 0.73714)
H (-0.68657, -0.91307, 3.47079)
H (0.13135, 0.49208, 2.78545)
H (-1.67382, 0.82207, 4.74989)
H (-2.81088, 0.73434, 3.41171)
H (-0.62457, 2.56388, 2.75533)
H (-1.48889, 3.04507, 4.21870)
H (-2.78110, 3.81597, 2.60856)
C (3.00146, 2.22832, -3.94392)
C (1.52724, 2.24075, -4.33770)
C (0.58039, 2.34905, -3.14382)
C (0.67627, 1.19034, -2.15210)
C (0.42737, -0.19449, -2.74565)
C (-0.97043, -0.37430, -3.32779)
H (3.25149, 1.36114, -3.32987)
H (3.64019, 2.19555, -4.82636)
H (3.26011, 3.12657, -3.37928)
H (1.29591, 1.34611, -4.92253)
H (1.34199, 3.08893, -5.00007)
H (-0.44712, 2.43756, -3.50730)
H (0.78917, 3.27972, -2.60770)
H (-0.04664, 1.36758, -1.34409)
H (1.66069, 1.19505, -1.67475)
H (0.58317, -0.94107, -1.95677)
H (1.17327, -0.41338, -3.51283)
H (-1.74076, -0.18142, -2.57436)
H (-1.12035, -1.38846, -3.69649)
H (-1.16210, 0.30554, -4.15753)
C (2.95901, 3.44108, 0.66952)
C (3.21144, 2.15227, 1.44390)
C (2.98429, 2.28137, 2.94645)
C (3.91080, 3.25999, 3.66785)
C (5.39997, 2.95720, 3.51212)
C (5.80969, 1.60125, 4.07912)
H (3.64085, 4.24441, 0.94831)
H (3.08170, 3.25964, -0.39966)
H (1.93812, 3.79270, 0.83867)
H (4.22165, 1.78766, 1.24225)
H (2.53117, 1.38260, 1.06140)
H (3.08021, 1.29082, 3.40248)
H (1.94594, 2.59375, 3.11503)
H (3.65634, 3.25787, 4.73206)
H (3.71471, 4.27621, 3.31539)
H (5.96435, 3.74153, 4.02104)
H (5.68644, 3.01513, 2.45850)
H (5.55291, 1.52879, 5.13797)
H (6.88501, 1.44908, 3.98684)
H (5.31897, 0.77791, 3.55689)

Computed properties:
molecular weight: 420.66 g mol⁻¹
energy relative to the best compared isomer or geometry (same formula, charge and spin): 0.0 kJ/mol
HOMO: -12.8 eV
total charge: +1



Here is a 2-piece molecular cluster, C2H9N2S2 overall from the Open Molecules 2025 dataset. Energies are from wB97M-V/def2-TZVPD.

Positions of all 15 atoms, in Å:
C (-2.71831, -1.40005, -0.83304)
S (-1.28813, -0.28743, -0.46750)
S (0.18734, -1.76040, -0.29871)
H (-2.57773, -2.32485, -0.29818)
H (-3.60366, -0.86746, -0.50104)
H (-2.72215, -1.49032, -1.91190)
H (0.27558, -2.41527, -1.47234)
N (0.84684, 1.09222, 1.61910)
C (1.92805, 1.47854, 0.97713)
N (2.12819, 1.24301, -0.29096)
H (0.28188, 0.34474, 1.22257)
H (0.60274, 1.61187, 2.44650)
H (2.56160, 2.18710, 1.48707)
H (1.51225, 0.63615, -0.82907)
H (2.58551, 1.95214, -0.84964)

Computed properties:
molecular weight: 125.24 g mol⁻¹
energy relative to the best compared isomer or geometry (same formula, charge and spin): 48.2 kJ/mol
HOMO: -12.7 eV
total charge: +1



> The highest energy relative to the best compared isomer or geometry (same formula, charge and spin) belongs to which entry?

C6H15N4



> Which formula does entry 3 have?

C2H9N2S2